A 2-piece molecular cluster, C6H12N3O overall at a distorted geometry, computed with ωB97M-V with the def2-TZVPD basis set.

Output
Total charge: +1
HOMO energy (alpha / beta) (Eh): -0.432 / -0.432

XYZ file:
```
22
Properties=species:S:1:pos:R:3:forces:R:3
C -0.8660 -1.8689 -0.3333 -2.1162 0.2334 2.6625
C 0.3595 -1.6160 0.2195 -1.8866 -0.0539 -0.9008
C -1.0994 0.8996 0.1015 0.9830 -0.5419 -0.4309
C -1.9923 0.8635 1.3032 1.7982 1.6299 1.3100
C 2.6634 1.2061 -0.6040 0.0443 -1.1261 2.1062
C 0.3702 0.9519 0.3914 0.3929 -0.0724 -4.3107
N -1.5239 -1.5100 -1.4828 1.5816 -1.5772 0.0289
N 1.2884 -2.0958 0.8130 1.3240 -1.1927 -0.2582
N 1.2099 1.1778 -0.6063 -1.5795 0.0797 1.3618
O -1.4251 0.7794 -1.0750 -0.1587 1.4961 1.1642
H -1.5655 -2.0968 0.5736 1.1047 0.3424 -1.7026
H -2.8379 0.3700 0.9506 -2.2177 0.0325 -0.0060
H -1.6248 0.3317 2.1879 0.5165 -0.6624 -0.5819
H -2.0034 1.8791 1.8322 -0.9870 -0.8870 -1.4125
H 3.0932 2.0339 -1.0268 0.1112 2.7382 -1.3790
H 2.9233 1.3737 0.4708 0.3020 -1.0437 -0.8297
H 3.2175 0.4392 -1.1869 -0.9599 -0.4626 0.9691
H 0.6827 0.7863 1.3317 1.4239 -0.3578 3.2389
H -2.4793 -1.8352 -1.5366 0.0076 0.1371 0.1323
H 1.9792 -1.6323 1.3562 0.3194 0.7512 0.6003
H 0.6223 1.3869 -1.3912 0.2546 0.0443 -1.4083
H -0.9920 -1.8242 -2.2886 -0.2584 0.4928 -0.3535
```
Positions in Å, forces in eV/Å.



A 2-piece molecular cluster, C5H10O overall, computed with ωB97M-V with the def2-TZVPD basis set.

Output
HOMO energy (Eh): -0.347

XYZ file:
```
16
Properties=species:S:1:pos:R:3:forces:R:3
C 1.7976 -0.9043 -0.0776 0.0541 -0.0414 -0.0263
C 0.5148 -0.2170 0.3710 0.0345 -0.0790 0.0611
C 0.3868 1.3156 0.1382 0.1219 0.1601 0.0818
C -0.8380 1.1036 -0.7902 -0.1087 0.0445 -0.0960
C -0.6651 -0.4010 -0.5873 -0.2101 -0.3752 -0.1920
O -1.2091 -1.3718 -1.0432 0.2771 0.4739 0.1838
H 1.6941 -1.9915 -0.0068 0.0220 0.1543 -0.0135
H 2.0260 -0.6571 -1.1212 -0.0250 -0.0175 0.1496
H 2.6487 -0.5944 0.5378 -0.1304 -0.0419 -0.0618
H 0.2506 -0.5198 1.3926 0.0039 0.0341 -0.1617
H 0.1768 1.8965 1.0397 0.0407 -0.0937 -0.1450
H 1.2549 1.7517 -0.3647 -0.1308 -0.0822 0.0620
H -1.7926 1.4857 -0.4137 0.1244 -0.0825 -0.0421
H -0.7218 1.4236 -1.8306 -0.0282 -0.0502 0.1404
H -2.8575 -1.0069 1.7032 -0.0067 -0.0161 -0.0133
H -2.6663 -1.3128 1.0527 -0.0385 0.0129 0.0730
```
Positions in Å, forces in eV/Å.



C37H52N3OP2SW as an isolated structure at a distorted geometry, computed with ωB97M-V with the def2-TZVPD basis set.

Output
Total charge: +3
HOMO energy (alpha / beta) (Eh): -0.566 / -0.566

XYZ file:
```
97
Properties=species:S:1:pos:R:3:forces:R:3
W 0.3484 -0.1185 -0.1414 0.7500 1.9750 2.0836
C 0.8920 1.8938 -3.8705 -0.0613 0.0806 0.0515
C -0.2231 2.5579 -3.0653 0.2746 -0.3722 0.2283
C -1.2931 3.0576 -4.0341 -0.1267 0.0236 0.1847
P -0.9106 1.4974 -1.6584 -0.8527 0.8721 0.1352
C -2.5791 0.6972 -2.1021 0.3229 -0.2083 0.1246
C -3.8112 1.5966 -2.0658 0.1607 0.1370 0.2299
C -2.5119 -0.0467 -3.4363 0.1337 -0.0092 0.0873
C -1.4330 2.7072 -0.4222 0.2291 -0.2569 0.4658
C -1.9081 3.9871 -0.6928 0.0693 -0.1806 0.0429
C -2.5356 4.7252 0.2952 -0.1262 -0.0371 0.0205
C -2.8100 4.1242 1.5145 0.0107 0.0767 -0.1880
C -2.3154 2.8678 1.8077 0.0436 -0.4560 -0.0825
C -1.5115 2.1830 0.8872 -0.7478 1.2182 -0.8425
N -0.7767 1.0332 1.1830 1.0203 -1.1994 -1.4792
C -0.5481 0.7608 2.5345 -0.0771 -0.5814 1.4261
C -0.3733 1.7518 3.5126 -0.1744 -0.1211 -0.1720
C -0.1357 1.4096 4.8308 -0.1163 -0.0819 -0.0429
C -0.0370 0.0801 5.2133 -0.0096 0.0313 -0.0393
C -0.1481 -0.9138 4.2558 0.0831 0.0710 -0.1227
C -0.4085 -0.5839 2.9303 -0.2603 0.4320 -0.4372
P -0.4964 -1.7645 1.5521 0.3934 0.0132 1.1519
C -2.1459 -2.6505 1.7475 0.2036 0.3279 -0.5386
C -2.1908 -3.9948 1.0126 0.0287 0.0740 -0.1065
C -2.5899 -2.7950 3.1991 0.0128 0.2466 0.0129
C 1.0139 -2.8529 1.8640 -0.1116 0.0744 -0.3097
C 0.7834 -4.1538 2.6228 -0.0645 0.1221 0.0609
C 1.6960 -3.1316 0.5213 0.0498 0.1415 0.1719
H 1.0663 2.4886 -4.7644 0.0802 0.0299 -0.0770
H 1.8372 1.8637 -3.3327 0.0749 -0.0339 -0.0020
H 0.6206 0.8922 -4.1963 0.0040 -0.0999 -0.0517
H 0.1989 3.4164 -2.5261 -0.1111 -0.1598 0.0159
H -1.5518 2.2880 -4.7544 -0.0767 -0.0585 -0.0584
H -2.1933 3.3976 -3.5350 -0.1068 0.0536 -0.0464
H -0.8842 3.8988 -4.5906 0.0470 0.0536 -0.0273
H -2.6878 -0.0273 -1.2756 0.0731 0.1784 -0.1791
H -3.8335 2.2918 -2.8974 0.0139 0.1010 -0.0852
H -4.6945 0.9681 -2.1550 -0.0661 -0.1227 -0.0236
H -3.8964 2.1535 -1.1371 -0.0403 0.0352 0.0607
H -2.7829 0.6165 -4.2499 0.0122 0.0744 -0.1047
H -1.5234 -0.4527 -3.6431 0.0606 -0.0994 -0.1505
H -3.2316 -0.8611 -3.4418 -0.0616 -0.1079 -0.0208
H -1.7956 4.4183 -1.6729 0.0186 0.0513 -0.1778
H -2.8626 5.7326 0.0954 -0.0685 0.0926 -0.0399
H -3.4082 4.6409 2.2470 -0.0564 0.0752 0.1198
H -2.5542 2.4144 2.7584 0.0061 0.0693 0.0192
H -0.4237 2.7914 3.2352 0.0209 0.1048 0.0311
H -0.0315 2.1904 5.5664 0.0280 0.1169 0.1202
H 0.1168 -0.1767 6.2479 0.0685 -0.0588 0.1424
H -0.0439 -1.9464 4.5493 0.0047 -0.1376 0.0401
H -2.8345 -1.9411 1.2619 0.1106 -0.0922 0.0260
H -1.9550 -4.8094 1.6923 0.0376 -0.0335 0.0023
H -3.1970 -4.1657 0.6352 -0.0524 -0.0676 -0.0110
H -1.5002 -4.0457 0.1702 -0.0055 -0.1041 -0.0329
H -1.9300 -3.4423 3.7677 0.1037 -0.0817 0.0675
H -2.6707 -1.8330 3.7002 -0.0139 -0.0282 0.0441
H -3.5766 -3.2542 3.2077 -0.0786 -0.0545 -0.0498
H 1.6769 -2.2065 2.4606 -0.2727 -0.0388 -0.1564
H 0.2370 -4.8750 2.0239 -0.0834 -0.0699 -0.0399
H 1.7463 -4.5989 2.8660 0.0924 -0.0097 0.0101
H 0.2543 -3.9968 3.5572 -0.0707 -0.0624 0.1151
H 1.0768 -3.7632 -0.1165 -0.0358 0.0766 -0.1211
H 1.9209 -2.1875 -0.0061 0.1076 -0.3417 0.0017
H 2.6363 -3.6564 0.6840 0.0837 0.0256 -0.0157
N 2.2412 -0.0040 -1.4568 0.0481 -0.2212 0.2552
C 2.0818 -0.8928 -2.6033 0.2583 -0.1410 -0.3268
C 3.0396 -0.9838 -3.5920 -0.4859 0.0207 0.4873
C 2.8612 -1.8647 -4.6640 -0.1938 -0.2546 -0.1488
C 1.7445 -2.6580 -4.7307 0.2381 0.1678 0.0539
C 0.7563 -2.5955 -3.7265 -0.0475 0.2753 0.3151
C -0.3927 -3.4137 -3.7473 -0.1287 0.3444 0.4557
C -1.3347 -3.2534 -2.7584 0.0974 -0.0424 -0.3555
C -1.1515 -2.2801 -1.7804 0.3378 0.4107 0.2686
N -0.0635 -1.4970 -1.6814 -0.5389 -1.1952 -0.8074
C 0.9088 -1.6709 -2.6525 0.2330 0.0323 -0.3679
H 3.0690 -0.3134 -0.9208 -0.4742 0.2680 -0.0527
H 2.4860 0.9348 -1.8000 -0.2502 -0.2739 0.2977
H 3.9299 -0.3714 -3.5543 0.0694 0.0667 0.0790
H 3.6177 -1.9228 -5.4296 0.0580 -0.0050 -0.1106
H 1.6049 -3.3372 -5.5576 0.0033 -0.1136 -0.0586
H -0.5283 -4.1322 -4.5390 -0.0126 -0.1485 -0.1143
H -2.2365 -3.8455 -2.7517 -0.0824 -0.0205 0.0525
H -1.9388 -2.0901 -1.0571 0.1871 -0.1282 0.0131
O 2.0188 0.3974 1.2716 -0.6397 -0.8465 -1.6649
S 2.3055 0.9750 2.6884 0.6466 0.1675 0.0326
C 4.1023 0.7211 2.9225 -0.1781 -0.0939 0.0986
C 4.6313 2.0918 3.3051 0.0555 0.1678 -0.1476
C 3.9946 3.0577 2.3133 0.1462 0.0448 0.0348
C 2.5023 2.7624 2.3475 0.0378 0.0022 0.1044
H 4.5092 0.3685 1.9755 -0.0613 -0.0072 -0.0760
H 4.2460 -0.0308 3.6946 -0.0675 -0.0966 -0.0269
H 5.7189 2.1188 3.2562 -0.0049 -0.0694 0.0787
H 4.3298 2.3423 4.3234 0.0766 0.0203 0.0579
H 4.4013 2.8874 1.3147 -0.0043 0.0177 -0.0036
H 4.1923 4.0935 2.5840 -0.0508 0.0301 -0.0660
H 1.9699 2.9716 1.4183 -0.0915 -0.0883 0.0839
H 2.0142 3.2862 3.1650 -0.0866 0.0205 0.0963
```
Positions in Å, forces in eV/Å.



A 2-piece molecular cluster, CH3NO3 overall at a distorted geometry, computed with ωB97M-V with the def2-TZVPD basis set.

Output
HOMO energy (alpha / beta) (Eh): -0.367 / -0.333

XYZ file:
```
8
Properties=species:S:1:pos:R:3:forces:R:3
C -1.1468 -0.1826 -0.0577 1.0918 0.2842 -1.6917
N 1.6767 0.2483 0.0382 -4.8712 -3.1952 -0.5186
O 2.5324 -0.4890 -0.0161 3.6780 -1.0600 -0.0401
O 1.2435 1.2752 0.2575 0.4584 3.7344 0.7234
O -0.1140 -1.0556 0.0507 1.2451 -1.0811 0.7515
H -0.8718 0.6315 0.5778 -0.1350 1.4206 0.1172
H -2.1207 -0.4429 0.2815 -0.8031 -1.1283 0.6178
H -1.1994 0.0151 -1.1319 -0.6642 1.0255 0.0404
```
Positions in Å, forces in eV/Å.



The energy above the lowest of the compared OMol25 structures with the same formula, charge and spin results, record by record, are as follows: 562.4, 163.2, 155.1, 528.7 kJ/mol.